{
  "formula": "C47H45BBrFeIN7O",
  "method": "the ωB97M-V functional and the def2-TZVPD basis",
  "symbols": ["Fe", "C", "C", "C", "C", "N", "N", "B", "N", "N", "C", "C", "C", "C", "C", "C", "C", "C", "C", "C", "N", "N", "C", "C", "C", "C", "C", "C", "C", "C", "C", "C", "C", "C", "C", "C", "C", "C", "H", "H", "H", "H", "H", "H", "H", "H", "H", "H", "H", "H", "H", "H", "H", "H", "H", "H", "H", "H", "H", "H", "H", "H", "H", "H", "H", "H", "N", "C", "C", "C", "C", "C", "C", "C", "H", "H", "H", "H", "H", "Br", "C", "C", "C", "C", "C", "C", "I", "H", "H", "H", "H", "C", "C", "C", "O", "C", "H", "H", "H", "H", "H", "H", "H", "H"],
  "coordinates": [[-0.217, 0.342, 0.327], [4.020, -2.526, -1.661], [2.583, -2.124, -1.648], [1.539, -2.579, -2.428], [0.415, -1.860, -1.996], [0.768, -1.030, -1.019], [2.103, -1.189, -0.806], [2.818, -0.354, 0.316], [2.616, 1.135, -0.043], [1.386, 1.482, -0.492], [1.522, 2.602, -1.199], [2.849, 3.039, -1.141], [3.519, 2.069, -0.423], [4.979, 1.995, -0.116], [0.431, 3.110, -2.049], [-0.342, 2.196, -2.764], [-1.359, 2.635, -3.595], [-1.608, 3.996, -3.723], [-0.824, 4.912, -3.033], [0.199, 4.472, -2.205], [2.172, -0.792, 1.656], [0.832, -1.019, 1.643], [0.577, -1.879, 2.629], [1.753, -2.142, 3.347], [2.747, -1.461, 2.677], [4.220, -1.493, 2.914], [-0.705, -2.596, 2.762], [-1.351, -3.060, 1.618], [-2.501, -3.825, 1.724], [-3.023, -4.129, 2.976], [-2.378, -3.677, 4.120], [-1.218, -2.921, 4.013], [-0.982, -1.935, -2.480], [-2.017, -1.202, -1.901], [-3.318, -1.283, -2.367], [-3.616, -2.118, -3.435], [-2.601, -2.856, -4.024], [-1.300, -2.764, -3.553], [4.180, -3.279, -2.429], [4.325, -2.946, -0.702], [4.668, -1.676, -1.873], [1.598, -3.330, -3.197], [3.987, -0.603, 0.360], [3.279, 3.897, -1.631], [5.560, 2.207, -1.013], [5.275, 1.018, 0.257], [5.250, 2.746, 0.629], [-0.126, 1.136, -2.680], [-1.952, 1.917, -4.147], [-2.405, 4.345, -4.366], [-1.013, 5.972, -3.136], [0.800, 5.187, -1.655], [1.875, -2.807, 4.185], [4.421, -1.965, 3.873], [4.654, -0.494, 2.924], [4.731, -2.066, 2.140], [-0.923, -2.850, 0.643], [-2.983, -4.197, 0.828], [-3.919, -4.729, 3.061], [-2.774, -3.921, 5.097], [-0.707, -2.582, 4.907], [-1.831, -0.538, -1.061], [-4.098, -0.694, -1.901], [-4.631, -2.191, -3.802], [-2.821, -3.507, -4.859], [-0.519, -3.341, -4.031], [0.562, 1.767, 2.144], [1.363, 2.030, 2.923], [2.374, 2.373, 3.892], [3.713, 2.285, 3.527], [4.688, 2.611, 4.453], [4.321, 3.026, 5.728], [2.982, 3.117, 6.084], [1.997, 2.788, 5.166], [3.972, 1.970, 2.525], [5.733, 2.541, 4.184], [5.086, 3.282, 6.449], [2.704, 3.445, 7.075], [0.950, 2.849, 5.430], [-3.819, 5.838, -0.981], [-2.117, 5.918, -0.179], [-1.521, 7.167, -0.055], [-0.261, 7.287, 0.508], [0.413, 6.158, 0.948], [-0.176, 4.909, 0.829], [-1.441, 4.791, 0.269], [-2.267, 2.892, 0.099], [-2.052, 8.041, -0.406], [0.191, 8.265, 0.600], [1.401, 6.243, 1.382], [0.348, 4.021, 1.150], [-4.172, 0.333, 2.205], [-3.345, 0.144, 3.475], [-1.944, 0.485, 3.004], [-1.899, 0.083, 1.603], [-3.245, -0.233, 1.153], [-4.360, 1.393, 2.025], [-5.124, -0.194, 2.227], [-3.397, -0.891, 3.815], [-3.662, 0.798, 4.285], [-1.154, -0.040, 3.533], [-1.760, 1.558, 3.050], [-3.328, -1.317, 1.086], [-3.383, 0.194, 0.158]],
  "forces_ev_per_a": [[0.92, -0.08, 0.39], [0.00, -0.04, -0.03], [0.11, 0.05, 0.05], [-0.01, 0.00, 0.01], [-0.19, -0.01, -0.04], [-0.27, -0.20, -0.24], [-0.18, 0.22, 0.12], [0.15, -0.24, -0.08], [0.02, 0.02, 0.12], [-0.15, 0.43, -0.25], [-0.10, 0.05, -0.08], [0.00, -0.03, -0.01], [0.09, -0.08, 0.04], [-0.01, 0.02, 0.01], [0.08, -0.03, 0.00], [0.00, -0.03, -0.07], [0.03, 0.02, -0.01], [0.00, -0.01, 0.03], [0.05, -0.06, -0.08], [0.06, 0.02, -0.19], [-0.07, 0.13, -0.12], [0.00, -0.35, 0.35], [-0.03, 0.01, -0.02], [0.01, -0.03, 0.00], [0.10, -0.02, -0.06], [-0.03, 0.03, 0.03], [0.05, 0.15, -0.01], [0.00, -0.02, -0.04], [-0.02, 0.03, 0.05], [0.00, 0.02, -0.04], [0.03, 0.03, 0.00], [-0.08, -0.01, 0.05], [0.12, -0.01, 0.02], [0.06, 0.07, 0.08], [0.05, -0.06, -0.09], [-0.02, 0.02, 0.03], [0.04, -0.01, -0.01], [-0.01, -0.04, -0.06], [0.01, 0.00, 0.00], [-0.02, 0.00, 0.01], [-0.01, 0.01, 0.00], [0.00, 0.01, 0.00], [-0.09, -0.05, -0.09], [0.00, 0.00, -0.01], [0.00, 0.01, 0.00], [-0.03, -0.01, 0.01], [0.01, 0.00, 0.00], [0.01, -0.01, 0.00], [-0.01, 0.00, 0.00], [0.00, 0.00, 0.00], [0.00, 0.00, -0.01], [-0.01, -0.02, -0.08], [-0.01, -0.02, -0.01], [0.02, 0.01, 0.00], [-0.01, 0.03, 0.01], [-0.01, 0.00, -0.01], [0.00, 0.02, 0.00], [-0.01, 0.00, 0.00], [0.00, -0.01, 0.00], [0.00, -0.01, 0.00], [-0.01, 0.02, 0.00], [0.08, -0.05, -0.07], [-0.01, -0.01, 0.00], [0.00, 0.00, -0.01], [0.00, 0.00, 0.00], [-0.02, -0.01, 0.00], [-0.10, -0.04, 0.06], [0.12, 0.14, 0.17], [-0.25, -0.08, -0.22], [0.07, 0.01, -0.01], [0.00, -0.01, 0.01], [0.00, 0.00, 0.00], [-0.01, -0.01, -0.03], [0.03, 0.01, 0.07], [0.01, -0.03, -0.02], [0.00, 0.02, 0.00], [0.00, 0.00, 0.00], [0.00, -0.01, 0.01], [0.00, 0.01, -0.01], [-0.02, -0.04, 0.00], [0.05, 0.09, 0.11], [0.02, -0.02, -0.01], [-0.01, 0.01, -0.03], [-0.01, -0.06, 0.04], [-0.06, 0.11, 0.12], [-0.05, 0.06, 0.08], [-0.21, 0.02, 0.10], [0.00, 0.01, 0.00], [0.00, 0.00, 0.00], [0.00, 0.00, 0.00], [0.02, -0.04, 0.03], [0.00, 0.00, 0.05], [0.00, 0.00, -0.02], [-0.11, 0.05, 0.01], [-0.23, -0.01, -0.02], [0.01, 0.02, -0.09], [-0.01, 0.00, -0.01], [0.00, 0.01, 0.01], [0.01, -0.04, 0.01], [0.00, -0.03, 0.02], [0.04, -0.04, -0.02], [0.01, 0.03, -0.06], [0.02, -0.06, -0.04], [-0.03, 0.04, 0.08]],
  "e_homo_ev": [-10.67, -10.67],
  "max_force_ha_per_bohr": 0.019,
  "total_charge": 1,
  "multiplicity": 5,
  "relative_energy_ev": 0.6590,
  "s_squared": 6.009,
  "lumo_energy_ev": [-2.100, -2.292],
  "total_energy_ev": -175153.630
}